A 2-piece molecular cluster, C15H15F6NO3P overall. Source: the Open Molecules 2025 dataset; level of theory: the ωB97M-V functional and the def2-TZVPD basis.

Results
charge	-1
relative energy (zero: lowest compared OMol25 entry of this formula, charge and spin)	171.82	kcal per mole

XYZ file:
```
41
Properties=species:S:1:pos:R:3:forces:R:3:mulliken_charge:R:1
H -4.815912 2.391292 0.154349 1.5 -1.4 1.5 0.277
P -4.785794 -2.297936 -1.302182 -0.7 -0.3 -0.5 0.837
H 6.506976 0.030989 -0.578028 -2.6 -0.2 0.4 0.304
C -0.614406 -2.205441 -0.457494 1.3 3.9 0.8 -0.325
C -1.518763 -1.305755 0.622881 2.8 1.4 -1.5 -0.251
H 2.965159 0.429799 1.207666 0.9 1.7 -1.0 0.373
C 0.192287 0.886448 0.256854 0.0 -2.6 -1.2 0.406
H -4.885592 1.456190 1.825738 1.5 0.2 -2.2 0.242
C 1.068283 0.020263 -0.825180 -2.6 -1.0 1.5 0.344
H -2.209002 2.421884 0.173705 -0.6 -0.7 2.3 0.197
C 0.950205 2.337484 0.345376 -4.1 1.4 1.8 0.132
C 5.327919 -0.046684 -0.407634 1.4 -0.7 0.2 -0.316
F -3.289297 -2.731976 -1.269191 5.7 1.3 -1.0 -0.232
H 1.366827 -2.118485 -1.981495 -1.5 1.3 1.7 0.324
H -2.730898 3.108852 1.868764 0.3 -2.2 -1.1 0.240
F -6.167011 -2.753061 -1.862325 -5.5 -1.3 1.2 -0.329
H 3.421623 2.173819 1.757648 -0.4 -1.4 -2.2 0.308
O 0.342210 3.446228 0.774585 4.7 -6.5 -2.7 -0.556
H 4.076358 -3.084747 2.217738 1.9 2.0 -2.0 0.330
C -4.235606 1.617085 0.841407 0.5 -0.2 0.3 -0.539
H 4.813472 2.212728 -0.780565 0.1 -2.0 1.8 0.291
N 2.347732 2.083365 -0.191042 -0.1 -0.4 -0.9 -0.163
O 2.892711 0.986797 -2.493680 -3.6 0.8 7.6 -0.549
C 3.348694 1.460635 0.804172 0.6 0.9 1.4 -0.333
C 0.705707 -1.530615 -1.215454 -2.4 2.4 2.9 -0.532
C -1.135388 0.277579 1.001445 1.8 -1.6 -2.3 0.270
F -5.547938 -1.649258 -0.108457 -3.3 -0.7 4.7 -0.318
H -0.937934 -3.334274 -0.670019 0.7 3.0 0.5 0.271
H 4.882105 -0.351067 -1.461815 0.6 0.5 2.5 0.265
F -4.744701 -3.622745 -0.482779 -2.9 -4.3 2.5 -0.355
F -4.298192 -0.819189 -1.239616 3.1 4.3 -2.6 -0.309
H -2.467163 -1.823073 1.105063 2.2 1.3 -1.1 0.341
C -2.694490 2.126649 1.211762 -1.7 1.6 -1.3 -0.242
H -4.118610 0.625373 0.226142 -0.5 1.9 1.4 0.053
F -4.666208 -2.210342 -2.854103 3.5 0.7 -4.5 -0.341
C 5.132566 -1.257378 0.714825 -4.2 -7.0 4.4 -0.221
C 4.675691 -2.360697 1.487775 2.3 8.0 -5.1 -0.337
C 4.835245 1.427383 0.113830 0.3 0.2 0.1 -0.732
O -1.909121 1.109777 1.943268 1.3 -1.5 -3.4 -0.410
H 5.678748 1.823763 0.855227 -2.1 -0.9 -1.3 0.354
C 2.241506 1.048342 -1.329162 0.0 -1.8 -3.6 0.231
```
Positions in Å, forces in eV/Å.